1.
2 unconnected molecules or ions with the total composition C9H14 in a non-equilibrium geometry, computed with ωB97M-V/def2-TZVPD.

Last column: Mulliken charge in e.
Cartesian coordinates (Å):
C -0.781 2.965 -0.669  -1.40
C -0.358 1.529 -0.854  0.63
C 0.976 1.183 -1.018  -0.30
C 1.372 -0.116 -1.322  -0.39
C 0.426 -1.126 -1.356  -0.43
C -0.908 -0.818 -1.121  -0.52
C -1.299 0.509 -0.988  -0.37
H -1.855 3.036 -0.467  0.35
H -0.500 3.591 -1.507  0.32
H -0.342 3.320 0.268  0.32
H 1.782 1.882 -0.853  0.35
H 2.405 -0.309 -1.581  0.38
H 0.682 -2.151 -1.624  0.37
H -1.730 -1.518 -1.238  0.37
H -2.355 0.720 -1.089  0.32
C 0.641 -1.704 2.192  -0.64
C 0.035 -2.058 3.578  -0.89
H 0.660 -0.629 1.971  0.22
H 1.706 -1.922 2.287  0.31
H 0.182 -2.261 1.383  0.21
H 0.828 -2.289 4.278  0.27
H -0.692 -2.860 3.492  0.27
H -0.427 -1.177 4.030  0.26

Its energy relative to the best compared isomer or geometry (same formula, charge and spin) is 47.9 kJ/mol. Its lowest unoccupied orbital energy is 1.019 eV. As for the structure (SMILES): Cc1ccccc1.CC. The calculation puts the molecular weight at 122.21 g mol⁻¹. As for the orbital gap: 10.08 eV.

=====

2.
2 unconnected molecules or ions with the total composition C12H20BN3O6 in a non-equilibrium geometry, computed with ωB97M-V/def2-TZVPD.

Last column: Mulliken charge in e.
Cartesian coordinates (Å):
C 3.601 -0.415 -1.239  -0.83
B 2.911 1.080 -1.201  0.30
O 3.278 2.160 -2.090  -0.61
C 1.711 1.291 -0.104  0.17
C 0.316 1.031 -0.208  0.28
C -0.453 0.450 -1.473  0.54
C -1.256 1.538 -2.311  -0.71
C -2.725 1.887 -1.793  -0.63
C -3.404 0.822 -0.831  -0.40
N -3.609 -0.532 -1.438  -0.48
C -3.410 -1.565 -0.397  0.60
N -3.956 -1.502 0.783  -0.70
N -2.508 -2.710 -0.680  -0.70
C -0.204 1.413 1.227  0.05
O -1.120 0.984 1.935  -0.53
O 0.724 2.444 1.656  -0.29
C 2.009 1.859 1.352  0.27
O 3.056 1.842 2.008  -0.52
H 2.908 -1.143 -0.667  0.24
H 4.612 -0.397 -0.707  0.30
H 3.666 -0.804 -2.309  0.24
H 4.001 2.658 -1.663  0.30
H 0.383 0.069 -2.165  0.32
H -1.043 -0.473 -1.184  -0.50
H -0.644 2.509 -2.247  0.32
H -1.260 1.276 -3.431  0.32
H -2.701 2.882 -1.239  0.34
H -3.369 2.078 -2.727  0.32
H -2.873 0.751 0.176  0.09
H -4.453 1.224 -0.585  0.31
H -2.932 -0.722 -2.185  0.36
H -3.609 -2.336 1.294  0.31
H -2.446 -2.866 -1.699  0.28
H -1.570 -2.472 -0.304  0.34
O 2.082 -1.944 5.085  -0.95
C 1.912 -1.292 3.924  0.48
C 2.184 -2.284 2.689  -0.66
O 2.061 -1.622 1.523  -0.60
H 2.561 -0.411 3.745  -0.14
H 0.904 -0.865 3.733  -0.17
H 1.497 -3.140 2.850  0.16
H 3.170 -2.750 2.895  0.17

Its lowest unoccupied orbital energy is 4.298 eV. The calculation puts the molecular weight at 313.12 g mol⁻¹. As for the net charge: -2. As for the orbital gap: 2.39 eV.

=====

3.
A molecular structure, C2H6O3Sn in a non-equilibrium geometry, computed with ωB97M-V/def2-TZVPD.

Last column: Mulliken charge in e.
Cartesian coordinates (Å):
O -0.013 1.200 -0.402  -0.51
Sn 1.528 0.483 -0.862  0.64
O 2.672 0.645 0.601  -0.40
C -1.304 0.794 -0.090  0.02
C -1.411 -0.690 0.232  -1.23
H -1.682 1.374 0.775  0.24
H -1.984 1.023 -0.936  0.23
H -0.806 -0.934 1.118  0.30
H -2.454 -0.977 0.435  0.34
H -1.046 -1.296 -0.613  0.30
O 3.243 -0.405 -0.390  -0.29
H 3.256 -1.217 0.132  0.36

Its energy relative to the best compared isomer or geometry (same formula, charge and spin) is 42.4 kJ/mol. Its lowest unoccupied orbital energy is -0.021 eV. The calculation puts the molecular weight at 196.78 g mol⁻¹. As for the orbital gap: 7.86 eV.

=====

4.
A molecular structure, C43H43AsN10O3RbS in a non-equilibrium geometry, computed with ωB97M-V/def2-TZVPD.

Last column: Mulliken charge in e.
Cartesian coordinates (Å):
Rb 0.022 0.191 0.356  0.66
C 6.753 1.291 -3.870  -1.41
C 5.366 1.620 -3.378  0.63
C 5.025 2.898 -2.933  -1.20
C 3.764 3.184 -2.461  -0.26
C 2.725 2.216 -2.384  0.19
N 1.537 2.478 -1.813  0.05
C 0.938 3.686 -1.935  -0.07
C 0.833 4.341 -3.189  -0.27
C 0.087 5.483 -3.384  -0.97
C -0.623 6.069 -2.337  0.57
C -1.495 7.283 -2.540  -1.45
C -0.501 5.481 -1.089  -0.27
C 0.286 4.357 -0.864  -0.20
N 0.490 3.970 0.492  0.12
C 0.622 4.822 1.539  -0.24
C 0.836 4.055 2.661  -1.18
C 0.836 2.734 2.184  -0.41
N 0.628 2.702 0.877  0.16
C 3.082 0.937 -2.894  -0.11
C 4.365 0.662 -3.348  -0.41
N 2.111 -0.096 -3.053  0.32
C 1.867 -0.751 -4.211  -0.20
C 0.908 -1.703 -3.946  -1.36
C 0.620 -1.534 -2.581  -0.43
N 1.357 -0.567 -2.055  0.09
H 7.401 2.166 -3.799  0.34
H 6.744 0.964 -4.913  0.28
H 7.208 0.491 -3.280  0.31
H 5.776 3.683 -2.948  0.27
H 3.539 4.181 -2.101  0.46
H 1.348 3.884 -4.026  0.49
H 0.036 5.921 -4.377  0.28
H -1.433 7.634 -3.571  0.35
H -1.195 8.103 -1.884  0.31
H -2.542 7.056 -2.325  0.30
H -1.041 5.913 -0.252  0.56
H 0.577 5.889 1.418  0.48
H 0.984 4.404 3.669  0.41
H 1.000 1.821 2.738  0.53
H 4.580 -0.345 -3.695  0.43
H 2.375 -0.492 -5.125  0.48
H 0.470 -2.410 -4.631  0.43
H -0.096 -2.066 -1.970  0.52
N -1.930 0.734 -1.830  -0.17
N -2.996 1.365 -1.154  -0.15
C -3.075 1.264 0.252  0.01
O -3.787 2.092 0.822  -0.82
O -2.426 0.308 0.805  -0.37
H -1.069 1.278 -1.789  -0.10
H -2.179 0.618 -2.801  0.29
H -3.255 2.288 -1.466  0.28
C 6.636 -2.597 2.477  -1.15
C 5.531 -1.856 3.228  -0.10
C 4.164 -2.099 2.679  0.20
N 3.242 -1.212 2.606  -0.90
N 2.058 -1.656 2.109  0.38
C 2.069 -2.913 1.783  0.30
N 1.011 -3.595 1.290  -0.08
S 3.626 -3.679 2.106  -0.32
H 7.610 -2.353 2.902  0.37
H 6.642 -2.326 1.421  0.32
H 6.497 -3.677 2.554  0.31
H 5.700 -0.780 3.196  0.24
H 5.544 -2.157 4.280  0.21
H 0.262 -3.026 0.863  -0.09
H 1.183 -4.484 0.856  0.22
O -1.023 -2.052 0.235  0.80
As -2.445 -1.983 1.051  0.63
C -2.668 -3.943 1.356  0.56
C -2.573 -4.711 0.194  -0.59
C -2.525 -6.094 0.248  -0.76
C -2.567 -6.737 1.479  -0.43
C -2.685 -5.990 2.640  -0.72
C -2.740 -4.603 2.577  -0.17
C -4.142 -1.751 0.171  0.33
C -5.301 -1.934 0.918  -0.51
C -6.539 -1.796 0.313  -0.82
C -6.617 -1.509 -1.044  -0.55
C -5.459 -1.361 -1.793  -0.84
C -4.218 -1.468 -1.184  0.10
C -2.389 -1.395 2.888  0.97
C -1.373 -1.900 3.691  -0.40
C -1.327 -1.573 5.038  -0.88
C -2.306 -0.755 5.584  -0.58
C -3.305 -0.231 4.775  -0.84
C -3.340 -0.535 3.423  -0.72
H -2.523 -4.200 -0.762  0.33
H -2.445 -6.673 -0.665  0.40
H -2.516 -7.818 1.530  0.37
H -2.722 -6.485 3.604  0.40
H -2.854 -4.031 3.490  0.40
H -5.228 -2.203 1.965  0.41
H -7.444 -1.910 0.896  0.41
H -7.586 -1.396 -1.514  0.37
H -5.528 -1.149 -2.852  0.40
H -3.299 -1.310 -1.735  0.31
H -0.617 -2.544 3.255  0.47
H -0.533 -1.959 5.665  0.45
H -2.280 -0.513 6.640  0.39
H -4.050 0.434 5.194  0.44
H -4.062 -0.062 2.769  0.42

Its energy relative to the best compared isomer or geometry (same formula, charge and spin) is 0.0 kJ/mol. Its lowest unoccupied orbital energy is 2.006 eV. The calculation puts the molecular weight at 940.34 g mol⁻¹. As for the net charge: -1. As for the orbital gap: 5.52 eV.

=====

5.
2 unconnected molecules or ions with the total composition C11H13BCl2F12NO6S2 in a non-equilibrium geometry, computed with ωB97M-V/def2-TZVPD.

Last column: Mulliken charge in e.
Cartesian coordinates (Å):
C -4.688 -0.296 1.870  -1.13
C -4.805 -0.509 0.329  -0.07
Cl -6.332 -1.319 -0.165  -0.16
C -3.535 -1.088 -0.323  -0.57
Cl -2.329 0.271 -0.231  -0.07
N -2.873 -2.230 0.347  0.30
C -1.840 -2.769 -0.631  -1.31
C -0.509 -3.155 0.068  -0.66
C 0.687 -2.285 -0.415  -0.82
C 0.957 -1.214 0.677  -0.89
C 1.678 0.016 0.125  0.74
F 0.897 0.430 -0.921  -0.31
F 2.860 -0.280 -0.418  -0.30
C 1.716 1.235 1.093  0.46
F 0.578 1.355 1.767  -0.29
F 1.808 2.318 0.360  -0.20
S 3.147 1.286 2.327  1.38
F 3.335 -0.295 2.301  -0.33
F 4.211 1.531 1.212  -0.23
F 2.985 2.869 2.462  -0.31
F 2.108 1.154 3.551  -0.34
F 4.312 1.348 3.408  -0.31
S -3.865 -3.541 0.661  1.10
O -3.044 -4.652 0.954  -0.62
O -4.811 -3.304 1.680  -0.56
F -4.659 -3.896 -0.670  -0.23
H -5.452 -0.934 2.325  0.35
H -3.700 -0.552 2.254  0.27
H -4.992 0.727 2.110  0.32
H -4.888 0.502 -0.075  0.52
H -3.701 -1.235 -1.395  0.56
H -2.203 -3.682 -1.117  0.46
H -1.637 -2.069 -1.444  0.74
H -0.293 -4.203 -0.170  0.49
H -0.615 -3.098 1.156  0.39
H 0.530 -1.861 -1.410  0.45
H 1.580 -2.920 -0.473  0.35
H 1.527 -1.706 1.474  0.46
H 0.006 -0.903 1.122  0.37
B 3.646 3.961 -1.780  0.66
O 4.933 4.608 -2.148  -0.51
C 4.914 4.860 -3.447  0.61
O 5.806 5.381 -4.065  -0.63
C 3.593 4.387 -4.019  0.60
O 3.252 4.466 -5.170  -0.63
O 2.866 3.867 -3.043  -0.47
F 2.960 4.743 -0.846  -0.34
F 3.882 2.677 -1.259  -0.26

Its energy relative to the best compared isomer or geometry (same formula, charge and spin) is 78.2 kJ/mol. Its lowest unoccupied orbital energy is 1.833 eV. The calculation puts the molecular weight at 629.05 g mol⁻¹. As for the net charge: -1. As for the orbital gap: 8.32 eV.

=====

6.
A molecular structure, C14H36ClIO4P3Pm in a non-equilibrium geometry, computed with ωB97M-V/def2-TZVPD.

Last column: Löwdin spin population.
Cartesian coordinates (Å):
C 5.627 3.141 -1.682  0.00
C 4.996 1.868 -1.624  0.00
H 6.655 2.976 -2.068  0.00
H 5.693 3.571 -0.658  0.00
H 5.078 3.800 -2.390  0.00
O 4.502 0.832 -1.583  0.00
I 1.094 4.527 0.051  -0.03
Pm 0.823 1.619 -0.169  4.07
P -0.103 1.074 -2.850  -0.01
C -0.567 -0.483 -3.695  0.00
C -1.762 1.861 -2.786  0.00
H -2.143 1.890 -3.815  0.00
H -0.132 2.314 -4.949  0.00
H -1.681 2.879 -2.387  0.00
H 1.148 2.897 -3.827  0.00
H -0.860 -1.242 -2.956  0.00
H -2.438 1.279 -2.144  0.00
C 0.647 2.004 -4.237  0.00
H -1.411 -0.298 -4.375  0.00
H 1.390 1.367 -4.742  0.00
H 0.292 -0.852 -4.280  0.00
P 1.696 0.365 2.299  -0.01
C 1.796 -1.371 2.870  0.00
C 3.155 1.111 3.114  0.00
H 0.166 1.971 3.333  0.00
H 0.735 0.701 4.480  0.00
H -0.540 0.337 3.261  0.00
C 0.379 0.903 3.462  0.00
H 3.266 2.146 2.747  0.00
H 3.005 1.118 4.206  0.00
H 1.816 -1.393 3.971  0.00
H 2.709 -1.845 2.479  0.00
H 4.057 0.531 2.855  0.00
H 0.907 -1.914 2.512  0.00
Cl -1.334 2.479 0.952  -0.02
C -4.923 0.640 0.199  0.00
C -3.614 0.336 0.861  0.00
O -2.764 -0.313 -0.127  0.00
P -1.218 -0.812 0.112  0.00
O -1.318 -1.667 1.515  0.00
C -1.978 -2.963 1.728  0.00
C -2.408 -2.987 3.178  0.00
O -1.273 -2.073 -0.998  0.00
C -0.168 -3.021 -1.153  0.00
C 1.203 -2.412 -1.095  0.00
H -4.758 1.218 -0.706  0.00
H -5.551 1.224 0.884  0.00
H -5.453 -0.282 -0.057  0.00
H -3.146 1.279 1.211  0.00
H -3.732 -0.321 1.742  0.00
H -2.838 -3.035 1.042  0.00
H -1.244 -3.739 1.499  0.00
H -3.216 -2.272 3.346  0.00
H -2.799 -3.980 3.412  0.00
H -1.571 -2.808 3.852  0.00
H -0.260 -3.833 -0.411  0.00
H -0.331 -3.493 -2.128  0.00
H 1.469 -2.063 -0.092  0.00
H 1.894 -3.207 -1.397  0.00
H 1.335 -1.577 -1.795  0.00

The multiplicity is 5. Its lowest unoccupied orbital energy (alpha / beta) is -8.386 / -8.386 eV. The calculation puts the molecular weight at 668.72 g mol⁻¹. As for the net charge: +2. As for the orbital gap (alpha / beta): 5.10 / 5.13 eV. Its expectation value of S² is 6.01.

=====

7.
5 unconnected molecules or ions with the total composition C12H24Cl8FO3PS in a non-equilibrium geometry, computed with ωB97M-V/def2-TZVPD.

Last column: Mulliken charge in e.
Cartesian coordinates (Å):
C 3.951 -1.485 3.939  -0.65
C 4.194 -1.446 2.294  -0.08
O 5.341 -0.540 2.052  -0.41
C 4.934 0.661 1.302  -0.40
C 3.767 1.563 2.057  -0.26
C 2.282 1.440 1.312  0.32
O 2.125 1.103 0.025  -0.51
O 1.051 1.696 2.119  -0.35
C 0.590 0.411 2.728  1.11
C -0.252 -0.419 1.604  -0.20
C -1.720 -0.969 2.066  -0.42
F -2.391 -1.483 0.820  -0.31
P -0.259 0.665 4.408  0.14
S 0.686 -0.398 5.778  -0.40
H 3.264 -0.600 4.311  0.01
H 5.019 -1.291 4.425  0.29
H 3.603 -2.544 4.325  0.30
H 4.526 -2.515 1.911  0.30
H 3.225 -1.166 1.701  0.10
H 4.635 0.358 0.193  0.27
H 5.899 1.343 1.190  0.27
H 3.616 1.258 3.198  0.17
H 4.088 2.698 1.987  0.39
H 1.594 -0.204 2.925  -0.66
H 0.389 -1.380 1.303  0.21
H -0.331 0.246 0.643  0.00
H -1.653 -1.893 2.799  0.27
H -2.432 -0.108 2.470  0.25
H -1.688 0.498 4.429  0.11
H -0.015 2.063 4.792  0.11
Cl 1.353 5.396 -0.893  -0.18
C 0.079 4.208 -0.596  0.60
Cl -1.336 4.965 0.146  -0.17
H -0.217 3.758 -1.547  0.21
H 0.462 3.435 0.075  -0.46
Cl -2.220 -0.210 -3.918  -0.17
C -2.382 -0.265 -2.158  -0.25
Cl -1.872 1.260 -1.425  -0.11
H -3.428 -0.451 -1.902  0.31
H -1.758 -1.073 -1.769  0.24
Cl -5.970 -1.313 -4.463  -0.16
C -5.920 -0.029 -5.678  -0.15
Cl -7.316 -0.120 -6.758  -0.16
H -5.925 0.940 -5.172  0.28
H -5.006 -0.132 -6.268  0.18
Cl -3.826 -5.119 -7.047  -0.16
C -3.291 -3.558 -6.413  0.05
Cl -3.094 -2.377 -7.713  -0.16
H -4.038 -3.187 -5.706  0.02
H -2.334 -3.690 -5.903  0.26

Its lowest unoccupied orbital energy is -0.366 eV. As for the structure (SMILES): CCOCCC(=O)O[C@H](CCF)[PH2]=S.ClCCl.ClCCl.ClCCl.ClCCl. The calculation puts the molecular weight at 581.98 g mol⁻¹. As for the orbital gap: 8.87 eV.

=====

8.
2 unconnected molecules or ions with the total composition C5H12O2, computed with ωB97M-V/def2-TZVPD.

Last column: Mulliken charge in e.
Cartesian coordinates (Å):
C -1.831 1.373 0.454  -1.04
C -1.190 0.362 1.409  -0.34
C -0.825 -0.937 0.747  -0.12
C 0.402 -1.436 0.660  -0.56
O 1.504 -0.734 1.107  -0.51
H -1.108 1.696 -0.302  0.26
H -2.694 0.938 -0.064  0.29
H -2.184 2.251 1.006  0.33
H -0.299 0.799 1.872  0.26
H -1.889 0.142 2.227  0.32
H -1.625 -1.523 0.301  0.31
H 0.616 -2.394 0.189  0.45
H 2.278 -1.307 1.088  0.31
C 1.509 -0.025 -2.097  -0.51
O 1.176 1.010 -1.204  -0.50
H 2.597 -0.127 -2.234  0.24
H 1.107 -0.998 -1.780  0.20
H 1.067 0.215 -3.067  0.26
H 1.391 0.696 -0.312  0.35

Its energy relative to the best compared isomer or geometry (same formula, charge and spin) is 159.6 kJ/mol. Its lowest unoccupied orbital energy is 0.576 eV. As for the structure (SMILES): CC/C=C\O.CO. The calculation puts the molecular weight at 104.15 g mol⁻¹. As for the orbital gap: 9.54 eV.

=====

9.
A gas-phase ion, C5H12N2O (charge +1) in a non-equilibrium geometry, computed with ωB97M-V/def2-TZVPD.

Last column: Löwdin spin population.
Cartesian coordinates (Å):
C 2.441 1.093 -0.843  0.00
N 1.468 0.111 -0.873  0.00
C 1.342 -1.444 0.957  0.00
C 0.689 -0.194 0.369  0.01
C -0.789 -0.384 0.049  0.09
N -1.555 0.818 0.213  0.67
C -2.958 0.702 -0.140  0.08
O 2.473 1.914 0.042  0.00
H 3.141 1.094 -1.681  0.00
H 1.704 -0.631 -1.522  0.00
H 0.941 -2.408 0.622  0.00
H 2.411 -1.448 0.762  0.00
H 1.347 -1.445 2.052  0.00
H 0.791 0.632 1.081  0.00
H -1.176 -1.167 0.700  0.01
H -0.885 -0.795 -0.974  0.05
H -1.235 1.644 -0.308  0.02
H -3.167 0.267 -1.123  0.04
H -3.535 -0.003 0.535  0.02
H -3.448 1.646 0.082  0.00

Its energy relative to the best compared isomer or geometry (same formula, charge and spin) is 111.8 kJ/mol. The multiplicity is 2. Its lowest unoccupied orbital energy (alpha / beta) is -3.150 / -8.610 eV. The calculation puts the molecular weight at 116.16 g mol⁻¹. As for the net charge: +1. As for the orbital gap (alpha / beta): 10.32 / 4.85 eV. Its expectation value of S² is 0.75.

=====

Calculated E_tot (eV), listed in the same order as above: -9559.685 -30193.878 -14139.368 -138662.634 -105400.882 -88323.828 -141991.105 -9473.481 -10398.144